[1]
Entry from the Open Molecules 2025 dataset: CH4ClN as an isolated structure (wB97M-V/def2-TZVPD).

Summary:
HOMO-LUMO gap: 10.8 eV
lowest unoccupied orbital energy: 1.098 eV

```
! RIJCOSX wB97M-V def2-TZVPD def2/J DEFGRID3
* xyz 0 1
C 0.428 -0.632 0.164
N -1.026 0.593 0.041
Cl 1.845 0.274 -0.228
H 0.143 -1.476 -0.464
H 0.376 -0.747 1.223
H -1.469 0.728 -0.861
H -0.296 1.259 0.124
*
```

***

[2]
Entry from the Open Molecules 2025 dataset: C18H24CoN6S3Sb as an isolated structure (wB97M-V/def2-TZVPD).

Summary:
HOMO-LUMO gap (spin up / spin down): 5.5 / 5.5 eV
lowest unoccupied orbital energy (spin up / spin down): -0.974 / -1.007 eV

```
! RIJCOSX wB97M-V def2-TZVPD def2/J DEFGRID3
* xyz 0 1
Co -0.046 2.452 -1.255
C -1.989 4.787 -0.510
C -1.244 4.238 0.727
N -1.002 2.796 0.593
C -2.206 1.964 0.722
C -2.218 0.803 -0.292
N -1.676 1.193 -1.596
C -2.626 1.790 -2.542
C -2.976 3.227 -2.143
N -1.784 3.912 -1.658
H -3.056 4.893 -0.293
H -1.599 5.781 -0.734
H -0.261 4.711 0.780
H -1.796 4.469 1.646
H -0.336 2.539 1.316
H -2.286 1.541 1.731
H -3.078 2.596 0.560
H -1.600 -0.016 0.092
H -3.247 0.430 -0.387
H -1.322 0.358 -2.059
H -2.128 1.804 -3.515
H -3.538 1.182 -2.623
H -3.410 3.743 -3.008
H -3.736 3.209 -1.357
H -1.367 4.461 -2.423
S -0.075 5.895 -3.432
Sb 1.760 4.453 -3.210
S 1.566 3.904 -0.826
S 0.596 2.294 -3.373
N 2.191 -4.277 0.376
C 2.345 -5.309 1.261
C 2.694 -6.642 1.107
C 2.733 -7.413 2.251
C 2.445 -6.876 3.510
C 2.104 -5.551 3.675
C 2.048 -4.753 2.532
N 1.743 -3.432 2.391
C 1.835 -3.170 1.109
C 1.590 -1.867 0.538
C 1.464 -1.634 -0.835
C 1.235 -0.351 -1.288
N 1.130 0.707 -0.482
C 1.299 0.492 0.826
C 1.510 -0.752 1.379
H 2.369 -4.309 -0.612
H 2.921 -7.064 0.139
H 2.987 -8.458 2.174
H 2.480 -7.524 4.371
H 1.890 -5.132 4.645
H 1.538 -2.445 -1.545
H 1.169 -0.137 -2.347
H 1.313 1.370 1.456
H 1.642 -0.883 2.439
*
```

***

Calculated values (kJ/mol) of energy relative to the best compared isomer or geometry (same formula, charge and spin) for the records, taken in order: 185.3; 68.4.
Calculated values (hartree/bohr) of max |F| for the records, taken in order: 0.09100; 0.02190.